1.
124
Properties=species:S:1:pos:R:3:lowdin_charge:R:1 method="wB97M-V/def2-TZVPD" charge=-1 mol_weight_g_mol=831.97 orbital_gap_ev=8.8 lumo_energy_ev=1.917 homo_ev=-6.9 total_energy_ha=-3301.94447
H -5.719 1.600 2.435 0.097
H 4.038 2.950 -7.163 0.077
C -3.527 2.733 1.226 -0.514
H 1.175 1.500 2.144 0.073
O 3.449 2.362 -6.681 -0.058
H -3.936 5.646 3.069 0.073
H 0.760 -2.224 5.637 0.129
N -3.917 -1.544 -4.907 0.152
C -4.183 2.812 4.986 -0.040
H -4.507 -2.352 -4.868 0.094
C 0.117 -0.800 3.465 -0.118
H -0.460 -0.181 2.771 0.110
N 2.320 -0.505 4.595 -0.120
O 3.679 -0.162 4.485 0.000
O 5.272 0.873 0.940 -0.062
C -1.795 -4.346 -5.470 -0.272
S -0.397 -0.510 -3.357 0.532
H 2.885 2.143 -3.501 0.103
C -3.796 1.417 0.518 -0.024
H -3.113 0.630 0.834 0.078
C -2.013 2.883 1.376 -0.143
H 0.508 -2.633 -1.470 0.087
O 0.711 -3.203 0.453 -0.082
O -1.383 -1.581 -3.284 -0.320
H 2.158 -1.848 2.050 0.086
C 1.380 1.321 3.208 -0.020
C 2.234 -0.764 2.176 -0.035
H 4.745 -2.978 -0.923 0.092
H -3.969 4.862 0.977 0.063
H -2.890 0.697 -6.888 0.095
H 2.154 -1.254 7.882 0.083
F -0.788 1.500 -1.641 0.142
C 3.843 2.413 -5.320 -0.261
C 4.298 -3.236 -2.940 -0.677
C 1.576 1.075 6.402 -0.029
H -2.424 -6.219 -6.193 0.119
H -2.284 0.234 -5.289 0.033
H 3.280 -0.464 2.178 0.069
H 3.517 -0.365 7.180 0.079
H 1.780 -0.412 1.244 0.070
H 4.875 2.087 -5.131 0.119
N 4.023 -2.999 -1.614 0.159
H -1.495 1.996 1.773 0.104
H -4.839 1.107 0.594 0.078
H 5.006 1.771 -1.586 0.128
H 2.274 1.910 3.414 0.090
C -4.075 3.933 0.435 -0.013
H -3.159 -1.443 -4.247 0.049
N -2.861 0.070 -6.108 0.151
F 0.906 0.250 -1.145 0.122
C 2.671 -1.018 6.954 -0.043
C 0.473 -1.190 5.877 -0.151
H 2.477 1.474 -0.338 0.049
H 4.606 1.487 1.272 0.076
H 0.771 1.621 5.894 0.062
H -0.763 -6.244 -5.671 0.121
H -0.880 -2.616 -5.296 0.066
H -0.383 -4.784 -7.442 0.078
H 0.086 -1.838 3.125 0.116
C -3.790 3.510 3.672 -0.527
F -1.132 -0.482 -0.854 0.116
C 1.746 -0.365 5.912 -0.524
H -2.254 -4.583 -4.500 0.115
H -1.588 2.979 0.376 0.115
H -2.610 -3.849 -6.014 0.118
O -0.638 -3.546 -5.373 -0.062
H 3.132 -1.933 6.569 0.087
O 3.211 0.246 -4.451 -0.085
H -2.021 4.477 4.399 0.125
O -0.836 0.537 -4.254 -0.304
H -3.529 3.939 -0.518 0.089
C 4.189 1.128 -1.253 -0.239
H 0.500 1.718 3.717 0.057
O -5.555 2.546 2.501 -0.019
C -1.504 -5.628 -6.195 -0.252
C 1.537 -0.211 3.410 -0.485
H 3.886 0.525 -2.118 0.104
H 0.509 -2.351 0.846 0.035
H 3.284 -2.818 -4.732 0.107
H 1.231 1.150 7.439 0.087
H 2.490 1.657 6.301 0.088
H -5.261 2.683 5.078 0.080
H 3.879 3.445 -4.932 0.111
H -3.688 1.847 5.108 0.078
H 1.248 -4.879 -1.421 0.119
C -3.925 -0.807 -6.069 -0.684
C -1.651 3.967 2.387 -0.173
H 5.546 -0.398 -0.557 0.123
H -5.518 4.836 3.490 0.085
H -1.433 -1.378 4.777 0.112
H 2.355 -0.203 -4.321 0.024
C -0.004 -3.326 -0.784 -0.241
H -0.355 -4.020 -3.210 0.053
N -4.146 2.655 2.552 -0.099
C 4.716 0.202 -0.179 -0.260
H -0.560 4.016 2.441 0.109
H -1.833 2.714 4.118 0.104
H 2.334 -2.778 -3.325 0.054
O 0.944 -1.029 -3.560 -0.317
O -0.474 -4.795 -2.639 -0.069
H -3.618 1.489 -0.562 0.091
H 4.110 -1.017 4.388 0.111
C -4.442 4.891 3.670 -0.038
C -2.265 3.642 3.740 -0.134
O 5.372 -3.611 -3.353 0.023
N 3.223 -2.987 -3.748 0.170
C 0.166 -4.708 -1.390 -0.235
H 0.025 -1.394 6.858 0.121
H 1.884 1.733 -4.953 0.123
H -0.850 0.290 5.081 0.093
H -2.009 4.908 1.955 0.105
C 2.856 1.619 -4.467 -0.248
H 3.908 -0.491 0.091 0.086
H -0.387 -5.438 -0.796 0.124
H -1.029 -2.991 -0.634 0.122
O -4.774 -0.857 -6.937 0.007
H -4.470 5.327 4.680 0.082
C -0.335 0.255 -1.634 -0.634
H -3.822 3.439 5.805 0.082
O 3.171 1.984 -0.764 -0.067
H 3.099 -2.711 -1.343 0.076
C -0.556 -0.739 4.859 -0.156
H -5.090 3.757 0.075 0.085
O -1.090 -5.437 -7.548 -0.066


2.
122
Properties=species:S:1:pos:R:3:lowdin_charge:R:1 method="wB97M-V/def2-TZVPD" charge=-3 mol_weight_g_mol=772.88 orbital_gap_ev=3.0 lumo_energy_ev=3.759 homo_ev=0.7 total_energy_ha=-2855.03477
H 2.306 -20.210 -17.718 0.079
H 8.617 -22.526 -10.552 0.100
H 1.906 -21.280 -20.006 0.105
F 5.629 -13.749 -11.992 0.168
O 8.299 -11.777 -2.073 -0.089
F 6.282 -14.998 -10.361 0.055
C 10.377 -22.479 -11.819 -0.089
C 4.434 -7.906 -21.369 -0.037
O 4.747 -12.221 -4.954 -0.048
H 2.860 -8.638 -23.312 0.054
H 7.717 -10.912 -20.930 0.095
H 5.485 -12.789 -20.246 0.070
O 0.672 -15.126 -6.431 -0.053
C -2.491 -24.211 -9.340 -0.083
H 2.804 -19.934 -1.898 0.103
H 9.710 -12.702 -4.266 0.084
C 5.481 -14.926 -11.495 -0.560
C 9.500 -21.906 -10.706 -0.309
H 3.608 -15.321 -12.359 0.119
H 13.055 -16.029 -9.278 0.114
O 3.184 -10.496 -19.904 -0.385
C 4.774 -19.194 -2.779 -0.089
C 5.726 -12.042 -19.490 -0.072
H 7.263 -9.010 -22.119 0.083
H 5.200 -20.189 -2.903 0.066
O 3.507 -16.299 -10.691 -0.142
H 9.037 -20.950 -10.950 0.114
H 4.589 -6.877 -8.219 0.018
C -5.144 -17.075 -12.907 -0.108
H 1.893 -18.078 -2.203 0.073
H -4.264 -24.771 -10.481 0.107
C 1.099 -21.169 -19.281 -0.377
O 2.724 -18.023 -2.680 -0.088
C -3.686 -23.881 -10.235 -0.344
H 16.125 -16.092 -9.850 0.071
H 10.601 -23.524 -11.605 0.062
O 4.486 -7.816 -8.066 -0.050
H 10.197 -22.724 -9.106 0.067
H 1.196 -15.505 -5.725 0.014
H -4.554 -16.331 -13.442 0.078
C 13.972 -16.387 -9.745 -0.359
H 13.299 -18.160 -9.158 0.090
O 10.086 -21.811 -9.381 -0.090
C 3.279 -18.594 -10.285 -0.114
H -4.215 -22.990 -9.895 0.113
O -5.225 -15.267 -11.357 -0.127
C 5.313 -9.699 -22.987 -0.181
N 4.360 -10.415 -20.876 -0.179
C 3.265 -19.351 -2.695 -0.317
H -4.948 -15.144 -9.351 0.125
H 4.197 -18.579 -9.697 0.070
H 5.183 -12.776 -5.601 0.034
H 2.823 -10.448 -23.306 0.070
F 6.084 -15.826 -12.319 0.082
H 6.723 -12.188 -19.074 0.066
C 6.763 -10.982 -21.452 -0.162
H 2.194 -21.993 -17.743 0.067
H 13.783 -16.076 -10.773 0.104
C 4.234 -9.367 -21.937 -0.497
H 2.011 -9.421 -22.055 0.066
H 4.148 -17.718 -12.029 0.106
C 9.910 -11.822 -3.655 -0.095
O 0.159 -22.155 -19.427 -0.072
H 5.588 -9.210 -18.648 0.070
F -7.230 -13.874 -8.664 0.147
H 5.283 -7.374 -21.799 0.058
H 10.914 -11.408 -3.750 0.076
C -5.454 -14.554 -10.115 -0.436
H 4.338 -7.741 -20.296 0.065
H 15.105 -14.659 -9.528 0.069
H 4.925 -11.955 -18.756 0.073
F -7.599 -15.551 -9.751 0.112
H 7.102 -10.058 -18.649 0.048
H -4.017 -16.909 -11.236 0.109
H -5.737 -17.266 -10.814 0.102
H -4.781 -18.048 -13.236 0.055
H 0.604 -20.230 -19.527 0.106
H 3.537 -7.380 -21.697 0.047
H 2.321 -17.498 -11.830 0.118
H 9.130 -11.138 -3.991 0.083
H 5.437 -11.989 -4.333 0.012
C -5.063 -16.685 -11.444 -0.284
H 7.432 -10.182 -23.361 0.089
C 5.726 -10.718 -20.263 -0.471
H 5.130 -8.226 -8.645 0.032
O 3.062 -14.124 -10.885 -0.234
H -2.779 -24.756 -8.441 0.066
H -0.177 -22.264 -20.320 0.086
O -4.602 -13.397 -10.292 -0.300
H -1.741 -24.714 -9.950 0.073
H -2.014 -23.283 -9.025 0.074
H -3.783 -23.792 -12.196 0.085
H -6.130 -17.133 -13.369 0.056
O -3.168 -23.601 -11.484 -0.091
H 5.236 -8.835 -23.648 0.095
H 9.950 -22.425 -12.821 0.075
H 15.423 -15.828 -8.221 0.068
H 7.020 -8.885 -19.804 0.050
H 3.226 -19.567 -10.772 0.061
C 2.880 -9.542 -22.703 -0.058
H 11.324 -21.945 -11.740 0.070
H 2.857 -19.846 -3.577 0.103
H 0.860 -20.997 -17.096 0.078
H 6.614 -11.882 -22.048 0.101
H 5.193 -18.699 -1.903 0.069
C 6.364 -9.600 -19.307 -0.054
C -6.956 -14.403 -9.822 -0.620
C 9.694 -11.950 -2.202 -0.352
H 1.067 -15.469 -7.233 0.036
O 14.076 -17.750 -9.545 -0.069
H 5.123 -18.617 -3.636 0.080
C 3.301 -17.573 -11.359 -0.275
C 1.639 -21.061 -17.856 -0.073
C 15.268 -15.711 -9.294 -0.087
H 9.915 -12.951 -1.831 0.109
C 3.917 -15.096 -11.338 -0.523
H 8.038 -11.950 -1.165 0.079
F -7.705 -13.733 -10.751 0.092
H 2.447 -18.462 -9.592 0.073
H 10.238 -11.206 -1.620 0.107
H 5.105 -10.539 -23.649 0.103
C 6.775 -9.888 -22.543 -0.206


3.
135
Properties=species:S:1:pos:R:3:lowdin_charge:R:1 method="wB97M-V/def2-TZVPD" charge=-1 mol_weight_g_mol=883.77 orbital_gap_ev=8.5 lumo_energy_ev=1.396 homo_ev=-7.1 total_energy_ha=-3193.85830
H 28.290 30.093 -28.215 0.074
H 26.616 29.729 -27.870 0.059
H 33.679 23.399 -29.905 0.077
H 26.259 27.183 -31.130 0.090
H 20.561 28.200 -25.074 0.089
C 26.983 31.770 -28.204 -0.485
C 31.896 30.335 -22.722 -0.804
H 26.098 25.817 -27.701 0.069
O 32.697 30.358 -21.787 0.019
H 27.502 32.103 -27.305 0.129
H 33.231 23.861 -31.596 0.080
C 28.348 21.849 -27.755 -0.047
C 25.495 32.106 -28.028 -0.048
C 34.005 23.876 -30.829 -0.052
C 26.532 34.073 -24.343 -0.811
O 24.246 31.529 -23.323 -0.043
H 25.157 24.317 -28.138 0.081
O 31.580 25.630 -24.512 0.111
H 24.217 24.434 -30.510 0.083
N 31.013 29.457 -22.903 0.193
C 30.881 26.490 -25.010 -0.395
H 23.035 28.104 -24.557 -0.024
H 33.827 27.206 -29.831 0.091
H 29.938 23.587 -25.665 0.079
H 30.938 31.024 -29.136 0.129
H 24.830 31.529 -28.670 0.069
H 28.065 23.641 -26.673 0.129
H 30.213 27.609 -30.895 0.125
O 30.021 30.158 -31.069 0.004
H 27.738 29.277 -19.737 0.077
H 28.274 28.469 -21.999 0.115
H 21.814 27.574 -27.031 0.137
C 31.713 24.259 -21.376 -0.918
C 26.449 26.789 -30.131 -0.049
O 26.906 30.269 -24.404 0.162
H 30.935 25.739 -22.346 0.088
H 35.564 23.926 -28.516 0.005
N 31.155 30.039 -29.170 0.187
C 29.612 24.082 -28.189 -0.028
H 27.747 33.456 -28.716 0.086
C 20.138 28.953 -27.246 -0.055
C 26.736 26.989 -22.044 -0.047
H 33.589 23.949 -27.616 0.114
C 21.484 28.570 -26.736 -0.477
H 28.382 20.975 -27.105 0.078
N 32.016 31.049 -23.796 0.166
H 26.708 27.885 -19.440 0.083
H 33.932 25.530 -25.748 0.063
H 26.145 27.660 -22.667 0.069
H 23.526 30.958 -23.055 0.054
H 24.907 30.933 -23.675 0.012
H 29.871 24.789 -21.207 0.121
C 27.267 30.320 -28.514 -0.028
O 27.098 34.970 -24.941 0.001
C 31.142 27.357 -26.274 -0.329
O 35.559 23.383 -27.724 -0.085
H 29.566 27.312 -20.582 0.080
H 33.295 23.014 -25.400 0.063
H 27.421 26.297 -30.164 0.073
O 30.057 28.038 -26.495 0.218
H 25.151 33.137 -28.112 0.076
O 29.779 22.799 -26.188 -0.039
H 19.820 29.870 -26.749 0.089
O 28.802 28.956 -24.632 0.156
H 24.763 33.246 -23.848 0.063
O 35.556 25.190 -29.652 -0.065
H 28.850 21.428 -28.627 0.072
O 27.527 32.642 -29.175 -0.049
H 24.470 26.467 -29.520 0.132
H 25.248 31.816 -27.007 0.061
H 34.796 23.246 -31.237 0.079
O 27.683 27.275 -25.991 0.230
C 34.289 22.871 -25.823 -0.041
C 33.457 26.186 -29.936 -0.049
H 28.133 33.454 -23.203 0.123
O 25.650 28.163 -26.107 0.089
H 20.122 29.131 -28.321 0.090
H 30.265 29.596 -23.567 0.084
C 28.898 23.165 -27.191 -0.494
H 26.705 24.518 -28.738 0.057
H 31.424 30.967 -24.610 0.112
H 33.179 25.784 -28.962 0.051
H 26.067 26.423 -21.396 0.099
H 30.835 28.787 -22.168 0.122
O 25.003 24.934 -30.739 -0.051
H 26.137 29.092 -20.607 0.080
C 30.556 29.513 -30.167 -0.827
H 31.098 27.921 -29.368 0.074
C 34.704 25.281 -26.476 -0.063
H 23.549 29.297 -26.559 0.054
C 22.657 29.465 -27.163 -0.044
H 28.963 24.398 -29.006 0.061
O 32.112 27.313 -27.067 0.093
C 34.515 25.296 -30.615 -0.444
H 27.323 21.918 -28.120 0.066
H 27.068 30.019 -29.542 0.093
N 27.162 33.349 -23.462 0.180
H 34.167 21.856 -26.200 0.084
H 34.945 23.221 -25.026 0.084
N 30.739 25.012 -21.673 0.184
H 34.441 26.031 -27.222 0.052
O 28.738 26.909 -20.854 -0.066
N 32.734 24.485 -22.048 0.194
H 19.511 28.163 -26.833 0.080
H 34.824 25.724 -31.568 0.137
O 31.692 23.561 -20.427 0.057
H 35.701 25.428 -26.059 0.095
C 25.824 25.108 -28.482 -0.049
N 30.581 28.222 -30.181 0.189
H 36.352 25.090 -30.179 0.110
C 27.480 29.302 -24.793 -0.311
H 24.813 34.601 -24.938 0.122
B 29.028 27.740 -25.457 -0.800
C 26.780 28.141 -25.633 -0.366
C 34.443 23.897 -26.941 -0.485
H 26.558 27.569 -29.378 0.071
H 26.627 32.514 -23.271 0.075
H 31.387 29.470 -28.368 0.092
O 21.412 28.585 -25.296 -0.075
C 27.725 27.822 -21.315 -0.487
H 30.484 23.599 -28.630 0.080
N 25.275 33.812 -24.510 0.172
H 30.026 25.015 -27.805 0.064
H 32.651 25.027 -22.896 0.082
H 24.412 27.523 -24.796 -0.021
C 25.356 25.862 -29.713 -0.496
H 32.499 26.154 -30.455 0.068
C 27.021 28.600 -20.201 -0.039
H 22.463 30.533 -27.061 0.079
O 29.691 26.706 -24.612 0.240
H 32.737 31.753 -23.866 0.120
H 33.617 24.102 -21.739 0.133
O 23.657 27.464 -24.212 -0.060
H 22.878 29.397 -28.228 0.082
H 27.219 26.369 -22.799 0.088